C19H38N2O12 | wB97M-V/def2-TZVPD

SMILES	COC(=O)OC.COC(=O)OC.COC(=O)OC.COCCOCCOC.CC#N.CC#N
max |F|	1.23	eV Å⁻¹
net charge	0
molar mass	486.5	g mol⁻¹
E	-1759.076776	a.u.

Positions of all 71 atoms, in Å:
C1 -24.89228 -15.10461 25.36218
O1 -25.39142 -14.01985 24.63738
C2 -26.76949 -14.13767 24.35948
C3 -27.14150 -13.16028 23.26425
O2 -26.72635 -11.89329 23.61546
C4 -26.66105 -11.00758 22.52219
C5 -27.95701 -10.83014 21.77223
O3 -28.97146 -10.45335 22.66878
C6 -30.27275 -10.73618 22.17350
H1 -23.82261 -14.93980 25.48331
H2 -25.04277 -16.06583 24.85533
H3 -25.34691 -15.15045 26.36127
H4 -27.35975 -13.90075 25.25355
H5 -26.96075 -15.16082 24.01695
H6 -28.24281 -13.19353 23.17335
H7 -26.74579 -13.50917 22.29960
H8 -25.85869 -11.34042 21.84341
H9 -26.27980 -10.05990 22.90599
H10 -28.19423 -11.71161 21.16733
H11 -27.77864 -9.99387 21.07432
H12 -30.37799 -11.82867 22.08632
H13 -30.39368 -10.28601 21.18658
H14 -30.98787 -10.40712 22.91980
C7 -37.89759 -12.48110 20.48906
O4 -36.60942 -12.90253 20.09674
C8 -35.75239 -11.93441 19.77747
O5 -35.97991 -10.75225 19.83004
O6 -34.61517 -12.50500 19.41028
C9 -33.52749 -11.65934 19.04897
H15 -38.40513 -13.31636 20.96114
H16 -38.47332 -12.12167 19.63518
H17 -37.87569 -11.67185 21.22346
H18 -33.34684 -11.74982 17.98203
H19 -32.64857 -11.94385 19.62743
H20 -33.71723 -10.62154 19.32506
C10 -21.48224 -11.80968 19.46836
O7 -22.55258 -11.36993 18.64399
C11 -23.52580 -10.71795 19.28661
O8 -23.64960 -10.65723 20.48017
O9 -24.31538 -10.15977 18.37957
C12 -25.42694 -9.42176 18.88278
H21 -20.88654 -12.48820 18.86131
H22 -21.85563 -12.36506 20.32820
H23 -20.85434 -10.98482 19.80153
H24 -25.73499 -9.77992 19.86096
H25 -26.21687 -9.45288 18.14443
H26 -25.17345 -8.36267 19.00688
C13 -31.19719 -1.41263 25.37965
O10 -31.51417 -2.42364 24.42317
C14 -30.53924 -3.26009 24.09196
O11 -29.40316 -3.22084 24.48321
O12 -31.03065 -4.14897 23.23067
C15 -30.04539 -4.96652 22.60415
H27 -31.49318 -1.74811 26.37072
H28 -31.79542 -0.53869 25.12176
H29 -30.15085 -1.12656 25.31892
H30 -29.44433 -5.48486 23.35067
H31 -29.32730 -4.37133 22.03508
H32 -30.58246 -5.63977 21.94823
C16 -30.78901 -8.08841 19.70769
C17 -29.52229 -8.29516 19.02819
N1 -28.51877 -8.43682 18.49316
H33 -31.47669 -8.91749 19.57562
H34 -31.22910 -7.14324 19.40245
H35 -30.58653 -8.05020 20.77933
C18 -35.78001 -8.91046 22.36369
C19 -34.39462 -8.99469 21.90397
N2 -33.30050 -9.06117 21.56461
H36 -36.21054 -7.96136 22.06287
H37 -35.76367 -9.03790 23.44675
H38 -36.32522 -9.74813 21.93867

Cartesian forces (eV/Å) of the 6 atoms listed first:
0.202 0.044 0.423
-0.035 0.062 -0.374
0.372 0.285 -0.060
-0.747 -0.974 -0.008
0.207 0.615 0.133
0.865 -0.045 0.062